C24H39MnN10O6S as an isolated structure at a distorted geometry. Source: the Open Molecules 2025 dataset; level of theory: ωB97M-V/def2-TZVPD.

The geometry in XYZ format:
```
81
Properties=species:S:1:pos:R:3:forces:R:3
Mn 0.23951 -0.46536 -0.35728 -0.438 1.384 1.141
C -0.63128 -3.13155 0.69708 -0.086 0.091 0.136
N -0.46394 -2.63547 2.04600 0.007 -0.374 -0.061
C -0.82396 -3.50531 3.17976 0.033 0.097 -0.050
C -0.44399 -2.65069 4.38777 0.003 0.123 -0.146
N -0.10756 -1.33861 3.78724 -0.088 0.151 0.190
C 0.37079 -0.28123 4.68617 -0.001 -0.172 -0.081
C -0.16401 -1.40010 2.45387 -0.017 0.096 -0.181
N 0.01356 -0.38480 1.57810 0.281 0.283 -0.879
C 0.19856 1.00178 2.00119 0.058 0.214 -0.201
C -0.18266 1.99999 0.89660 -0.264 0.071 0.120
N 0.25825 1.58892 -0.41543 0.165 -0.953 -0.565
C 0.17676 2.46709 -1.52859 0.154 -0.648 1.403
N 0.54254 1.99605 -2.70846 -0.110 -0.208 -0.657
C 0.55935 0.59403 -3.08476 0.082 0.141 -0.055
C 0.29105 3.01379 -3.74923 0.034 0.011 0.108
C 0.05263 4.27737 -2.91843 -0.049 -0.096 0.108
N -0.10153 3.75263 -1.53629 -0.115 0.239 -0.011
C -0.49679 4.70605 -0.48408 0.056 -0.160 -0.119
H -0.51531 -4.21305 0.72262 0.001 -0.030 -0.019
H 0.17389 -2.79431 0.03493 0.196 0.139 -0.096
H -1.59498 -2.89151 0.25924 -0.045 -0.038 0.011
H -0.26685 -4.43687 3.12801 0.044 -0.044 0.001
H -1.88881 -3.73062 3.14506 -0.066 0.005 -0.019
H 0.42503 -3.03583 4.91770 0.070 0.007 0.013
H -1.26174 -2.54006 5.09450 -0.044 0.030 0.030
H 0.60807 -0.75878 5.63326 0.015 -0.011 0.007
H -0.38681 0.47397 4.88360 -0.054 -0.004 -0.014
H 1.28413 0.18072 4.32223 0.004 0.001 -0.050
H 1.22817 1.20084 2.29745 0.064 -0.057 0.022
H -0.44922 1.22883 2.84313 -0.009 0.019 0.078
H 0.25477 2.96893 1.13167 -0.023 0.081 0.126
H -1.27023 2.13399 0.84220 0.029 0.010 0.093
H 1.24923 0.02403 -2.45619 0.047 -0.016 0.152
H 0.97480 0.51473 -4.08730 -0.038 0.013 -0.035
H -0.44116 0.16392 -3.09418 -0.152 -0.032 0.007
H -0.58084 2.72394 -4.33511 -0.057 -0.007 0.000
H 1.15064 3.09413 -4.40771 0.041 0.005 -0.043
H -0.85353 4.80784 -3.19850 -0.033 0.005 -0.033
H 0.88790 4.97469 -2.94532 0.075 -0.007 0.020
H -0.72750 5.64011 -0.98709 -0.018 0.015 -0.004
H 0.31440 4.90204 0.21525 0.026 -0.040 -0.018
H -1.39219 4.37490 0.03190 -0.033 -0.066 0.027
C 6.15245 -1.72086 -1.35302 -0.243 0.049 -0.119
N 4.71090 -1.42658 -1.55234 0.347 -0.020 -0.161
C 4.10977 -2.10243 -2.72040 0.170 0.009 0.291
C 4.00165 -0.78498 -0.64034 -0.369 0.145 -0.136
S 2.34662 -1.37222 -0.40531 -0.296 -0.406 0.033
N 4.51474 0.15737 0.13469 0.129 0.243 0.138
C 5.68320 0.96843 -0.27639 -0.218 -0.144 0.097
C 3.90724 0.57358 1.40361 0.144 -0.074 -0.199
H 6.28056 -2.79446 -1.47565 0.003 -0.030 -0.032
H 6.46315 -1.44866 -0.35144 -0.027 -0.022 0.023
H 6.76134 -1.20246 -2.09100 0.010 0.014 -0.001
H 4.85962 -2.12116 -3.50721 0.025 0.008 -0.003
H 3.24537 -1.55442 -3.07773 -0.049 0.012 0.026
H 3.83222 -3.12556 -2.47101 -0.022 -0.020 -0.011
H 5.83086 0.89002 -1.34854 0.008 -0.015 -0.014
H 6.58659 0.66500 0.24868 0.010 0.005 0.013
H 5.46259 2.00327 -0.02198 0.007 0.020 -0.003
H 3.21836 -0.18528 1.76085 -0.009 -0.010 -0.012
H 3.39536 1.52892 1.27367 -0.013 0.005 0.006
H 4.70050 0.70130 2.13777 0.028 0.019 0.007
O -2.21887 1.44015 -1.24254 -0.021 -0.219 -0.123
C -2.50166 0.29121 -0.93874 0.265 0.203 -0.025
O -1.57216 -0.62893 -0.69495 0.737 -0.067 -0.376
C -3.87106 -0.21694 -0.75655 -0.072 0.042 0.096
C -4.05905 -1.32767 0.05559 0.083 0.111 -0.138
C -5.33556 -1.76402 0.29455 -0.064 -0.179 0.240
C -6.44380 -1.15326 -0.25255 -0.117 -0.032 0.013
C -6.21427 -0.05297 -1.05695 -0.147 0.034 0.044
C -4.95853 0.44467 -1.31681 0.150 -0.010 0.026
N -7.37683 0.64109 -1.65236 -0.374 0.119 -0.378
O -8.46826 0.17532 -1.43396 0.115 -0.056 0.142
O -7.14105 1.61536 -2.33554 0.149 -0.040 0.125
N -5.49714 -2.93255 1.19326 -0.085 -0.267 -0.143
O -6.61227 -3.33573 1.38395 -0.021 0.114 0.027
O -4.47574 -3.41988 1.65218 0.069 0.147 0.032
H -3.23512 -1.84310 0.51616 -0.028 0.028 0.032
H -7.44628 -1.50964 -0.06012 -0.027 0.001 -0.006
H -4.84463 1.31685 -1.94414 0.006 0.017 0.012
```
Positions in Å, forces in eV/Å.

E = -3484.93976 a.u.
HOMO (alpha / beta) = -16.987 / -16.987 eV
Spin multiplicity = 4
Charge = +3
Frontier orbital gap (alpha / beta) = 0.21908 / 0.19331 hartree
⟨S²⟩ = 4.11
Lowest unoccupied orbital energy (alpha / beta) = -11.0 / -11.7 eV

Atomic partial charges in e from the Mulliken method, atoms 1 to 4: -0.05, -0.48, 0.14, -0.49